# 1
Here is a structure of composition C7H10 at a distorted geometry from the Open Molecules 2025 dataset. Energies are from wB97M-V/def2-TZVPD.

For the HOMO energy, the calculation gives -0.29939 hartree. For the gap between HOMO and LUMO, the calculation gives 9.08 eV. As for the calculated total energy: -7416.1535 eV. The spin multiplicity is 1. For the LUMO energy, the calculation gives 0.034 Eh. The calculation puts the energy above the lowest of the compared OMol25 structures with the same formula, charge and spin at 4.881 eV. Its charge is 0.

XYZ file:
```
17
Properties=species:S:1:pos:R:3:forces:R:3
C 1.4058 -0.1653 -0.9833 -1.762 0.005 1.299
C 0.0734 -0.3460 -1.3618 1.180 1.995 0.161
C 0.9301 1.0559 0.2027 -0.765 0.177 0.488
C -0.2580 0.2483 -0.1049 1.734 -0.422 -0.683
C -0.7573 -1.1611 -2.3012 2.193 -2.570 3.826
C 1.3098 1.1601 1.7244 2.737 0.576 -2.347
C -1.1578 -0.4417 0.8540 -2.016 1.889 1.400
H 1.1191 2.0216 -0.2556 -0.433 -0.293 -0.568
H -1.7080 -1.1998 -1.8247 -1.122 -0.120 -0.179
H -0.2871 -2.2106 -2.1110 -1.005 1.462 -1.116
H -0.7960 -0.8741 -3.2856 0.080 0.625 -2.240
H 1.0737 0.2002 2.1135 -0.068 -0.455 1.187
H 0.9244 2.0503 2.2417 -0.495 -0.593 -0.268
H 2.4560 1.3428 1.7436 -1.724 -0.647 0.160
H -0.7900 -1.3068 1.4088 0.203 -0.141 -0.468
H -2.0705 -0.6962 0.2250 0.867 0.019 1.228
H -1.4675 0.3223 1.7144 0.394 -1.508 -1.878
```
Forces are in eV/Å.

Mulliken atomic charge list, values in e, 6 entries: number 1, C, carries -0.915; number 2, C, carries 0.784; number 3, C, carries 0.288; number 4, C, carries 0.194; number 5, C, carries -1.013; number 6, C, carries -1.296

---

# 2
Here is a structure of composition C7H10 at a distorted geometry from the Open Molecules 2025 dataset. Energies are from wB97M-V/def2-TZVPD.

For the HOMO energy, the calculation gives -0.28432 hartree. For the gap between HOMO and LUMO, the calculation gives 8.85 eV. As for the calculated total energy: -7415.8637 eV. The spin multiplicity is 1. For the LUMO energy, the calculation gives 0.041 Eh. The calculation puts the energy above the lowest of the compared OMol25 structures with the same formula, charge and spin at 5.171 eV. Its charge is 0.

XYZ file:
```
17
Properties=species:S:1:pos:R:3:forces:R:3
C -1.1125 1.1797 0.5404 -0.140 0.036 -0.292
C -0.6976 -0.2715 0.4878 -2.347 -0.847 -1.181
C -1.1808 -0.8290 -1.3537 -0.553 0.373 1.026
C 0.0333 -1.0061 -0.5739 0.420 0.011 0.441
C 1.3501 -0.2977 -0.7617 0.251 0.139 0.026
C 1.5521 0.1484 0.6263 2.498 0.510 0.054
C 1.9444 0.4806 1.7152 -0.149 -0.105 -0.321
H -2.2037 1.1454 0.5394 0.033 0.497 0.004
H -0.8025 1.7306 1.4417 0.183 -0.480 -0.192
H -0.7818 1.7476 -0.3331 -0.047 -0.014 0.064
H -0.8503 -0.7829 1.4486 -0.647 -0.278 -0.801
H -1.8136 -1.6682 -1.6495 0.259 0.169 0.440
H -1.2831 0.0490 -1.9990 -0.009 -0.108 0.528
H 0.1322 -2.0469 -0.2663 0.321 0.090 0.043
H 1.2586 0.5631 -1.4325 0.003 -0.076 0.088
H 2.1765 -0.9215 -1.1061 0.009 0.059 -0.045
H 2.2787 0.7795 2.6765 -0.084 0.023 0.118
```
Forces are in eV/Å.

Mulliken atomic charge list, values in e, 6 entries: number 1, C, carries -1.209; number 2, C, carries -0.263; number 3, C, carries -0.957; number 4, C, carries 0.373; number 5, C, carries -0.739; number 6, C, carries -0.364

---

# 3
Here is a cluster of 2 separate species, C7H10 in total from the Open Molecules 2025 dataset. Energies are from wB97M-V/def2-TZVPD.

For the HOMO energy, the calculation gives -0.31097 hartree. For the gap between HOMO and LUMO, the calculation gives 9.56 eV. As for the calculated total energy: -7415.0554 eV. As for the structure (SMILES): C1=C2[C@H]3C[C@H]3[C@H]2C1.[H][H]. The spin multiplicity is 1. For the LUMO energy, the calculation gives 0.040 Eh. The calculation puts the energy above the lowest of the compared OMol25 structures with the same formula, charge and spin at 5.979 eV. Its charge is 0.

XYZ file:
```
17
Properties=species:S:1:pos:R:3:forces:R:3
C 1.2604 -0.9484 0.0260 0.226 0.034 -0.232
C 0.1081 -0.5660 -0.5799 0.243 0.261 0.176
C -1.3428 -0.1986 -0.2942 -0.192 -0.184 -0.192
C -1.2928 0.6562 0.9515 -0.034 0.015 0.128
C -0.8916 1.2732 -0.3491 -0.111 0.422 -0.008
C 0.5230 0.8402 -0.7789 0.007 0.312 -0.036
C 1.7432 0.4800 0.1401 0.397 0.213 -0.053
H 1.7252 -1.8947 0.2811 -0.251 0.139 0.360
H -2.2698 -0.6648 -0.6147 0.214 0.093 -0.052
H -2.2560 0.9864 1.3323 0.095 -0.141 -0.087
H -0.5575 0.4556 1.7297 -0.114 -0.003 -0.193
H -1.4342 2.1063 -0.7808 0.030 -0.036 0.146
H 0.8057 1.1271 -1.7945 -0.139 0.002 0.155
H 1.5586 0.8821 1.1467 0.167 -0.173 -0.150
H 2.7601 0.7208 -0.1699 0.012 0.248 -0.086
H -0.1697 -2.6853 0.2360 -0.378 -0.466 -0.284
H -0.3344 -2.5199 -0.4805 -0.171 -0.735 0.409
```
Forces are in eV/Å.

Mulliken atomic charge list, values in e, 6 entries: number 1, C, carries -0.388; number 2, C, carries -0.159; number 3, C, carries -0.195; number 4, C, carries -0.578; number 5, C, carries -0.449; number 6, C, carries 0.056